This record from the OMol25 dataset describes a molecular structure, C17H18BClN6O2Os in a non-equilibrium geometry. The level of theory is the ωB97M-V functional and the def2-TZVPD basis.

Calculated values
Lowest unoccupied orbital energy (spin up / spin down) ... -6.67 / -10.89 eV
Kohn-Sham gap (spin up / spin down) ... 7.4 / 3.3 eV
Energy above the lowest of the compared OMol25 structures with the same formula, charge and spin ... 28.00 kJ/mol
E_HOMO (spin up / spin down) ... -14.1 / -14.2 eV

The geometry in ORCA input format:
```
! wB97M-V def2-TZVPD RIJCOSX def2/J DEFGRID3
* xyz 2 5
H 0.809 3.429 -0.128
N 0.542 1.848 -1.511
B 0.277 0.466 -3.630
N 0.550 1.786 -2.907
C 0.862 2.998 -3.399
Os 0.585 0.275 -0.145
H 0.945 3.136 -4.475
C 1.021 3.883 -2.341
H 1.267 4.938 -2.390
C 0.801 3.151 -1.174
H 0.384 0.549 -4.816
C -2.551 -2.822 2.378
H -2.173 -3.120 3.377
H -1.682 -2.485 1.786
H -2.981 -3.700 1.834
N -1.209 0.035 -3.287
N 1.188 -0.620 -3.034
N -1.497 -0.123 -1.936
N 1.364 -0.747 -1.640
C -2.322 -0.202 -4.021
C 1.939 -1.551 -3.641
H -2.296 -0.130 -5.104
H 1.993 -1.595 -4.727
C -3.334 -0.527 -3.145
C 2.547 -2.344 -2.674
C -2.771 -0.454 -1.854
C 2.168 -1.841 -1.439
H -4.350 -0.787 -3.380
H 3.199 -3.193 -2.817
H -3.253 -0.626 -0.893
H 2.356 -2.173 -0.426
H -3.161 -2.019 2.486
Cl -0.500 1.111 7.539
C 0.067 0.724 5.964
C 0.523 -0.577 5.676
C 0.932 -0.900 4.379
C 0.922 0.105 3.402
C 0.578 1.417 3.714
C 0.121 1.732 4.990
C 1.223 -0.206 1.995
O 0.924 -1.354 1.443
O 1.841 0.836 1.247
H 0.504 -1.332 6.461
H 1.240 -1.915 4.117
H 0.625 2.181 2.940
H -0.215 2.743 5.207
*
```


This record from the OMol25 dataset describes a molecular structure, C17H18BCuN7O3S in a non-equilibrium geometry. The level of theory is the ωB97M-V functional and the def2-TZVPD basis.

Calculated values
Lowest unoccupied orbital energy (spin up / spin down) ... 0.47 / -0.54 eV
Kohn-Sham gap (spin up / spin down) ... 8.4 / 8.1 eV
E_HOMO (spin up / spin down) ... -7.9 / -8.7 eV

The geometry in ORCA input format:
```
! wB97M-V def2-TZVPD RIJCOSX def2/J DEFGRID3
* xyz 0 2
H 1.447 -0.191 2.823
N 0.302 -1.372 1.464
B -1.256 -2.936 0.247
N -0.654 -2.315 1.549
C -0.850 -2.572 2.861
Cu 0.462 -0.475 -1.126
H -1.555 -3.344 3.168
C 0.000 -1.740 3.602
H 0.065 -1.680 4.675
C 0.719 -0.980 2.676
H -1.863 -3.924 0.536
C 0.690 0.362 -2.863
H 1.598 0.957 -2.762
H -0.159 1.009 -3.099
H 0.802 -0.463 -3.565
N -0.128 -3.266 -0.775
N -2.161 -1.906 -0.465
N 0.718 -2.269 -1.275
N -1.595 -0.770 -0.992
C 0.230 -4.463 -1.272
C -3.481 -1.933 -0.749
H -0.348 -5.343 -1.025
H -4.089 -2.772 -0.443
C 1.356 -4.287 -2.066
C -3.787 -0.773 -1.450
C 1.639 -2.912 -2.033
C -2.575 -0.068 -1.579
H 1.907 -5.054 -2.572
H -4.748 -0.462 -1.808
H 2.461 -2.384 -2.488
H -2.414 0.896 -2.039
H 0.577 -1.041 0.536
O 2.781 0.866 0.847
C 1.804 1.594 0.611
N 0.617 1.129 0.078
S -0.630 2.215 0.059
O -1.054 2.556 -1.282
O -1.629 1.872 1.043
C 0.408 3.524 0.625
C 0.066 4.875 0.686
C 1.052 5.790 1.083
C 2.340 5.329 1.416
C 2.654 3.967 1.338
C 1.681 3.056 0.892
H -0.943 5.188 0.422
H 0.815 6.855 1.133
H 3.089 6.057 1.739
H 3.638 3.595 1.620
*
```


This record from the OMol25 dataset describes a molecular structure, C17H18BiN7O. The level of theory is the ωB97M-V functional and the def2-TZVPD basis.

Calculated values
Lowest unoccupied orbital energy ... -7.59 eV
Kohn-Sham gap ... 7.1 eV
Energy above the lowest of the compared OMol25 structures with the same formula, charge and spin ... 0.00 kJ/mol
E_HOMO ... -14.7 eV

The geometry in ORCA input format:
```
! wB97M-V def2-TZVPD RIJCOSX def2/J DEFGRID3
* xyz 2 1
Bi -0.063 0.096 -0.191
C -3.198 4.055 -3.098
C -2.997 2.682 -3.060
C -2.158 2.139 -2.105
C -1.522 2.971 -1.187
C -1.723 4.352 -1.221
C -2.561 4.885 -2.179
N -0.668 2.370 -0.225
N -0.133 3.085 0.639
C 0.696 2.436 1.567
C 1.273 3.232 2.548
C 2.090 2.650 3.508
C 2.331 1.287 3.482
C 1.760 0.484 2.491
C 0.938 1.046 1.535
H -3.850 4.479 -3.849
H -3.490 2.038 -3.775
H -2.002 1.064 -2.080
H -1.216 4.984 -0.505
H -2.719 5.954 -2.219
H 1.076 4.297 2.537
H 2.544 3.265 4.274
H 2.971 0.836 4.229
H 1.981 -0.576 2.487
N -4.040 1.297 3.577
C -3.575 0.437 2.659
C -2.398 0.681 1.928
N -1.986 -0.204 1.023
C -2.688 -1.326 0.802
C -3.836 -1.543 1.552
N -4.269 -0.691 2.460
H -3.604 2.178 3.776
H -4.884 1.053 4.069
H -1.806 1.570 2.096
H -2.319 -2.025 0.068
H -4.417 -2.445 1.405
N 1.671 -3.605 0.697
C 0.652 -3.463 -0.169
N 0.413 -4.468 -1.019
O -0.062 -2.426 -0.198
H 2.197 -4.459 0.770
H 1.786 -2.931 1.431
H 0.957 -5.313 -1.032
H -0.303 -4.354 -1.716
*
```


| no. | electronic energy (eV) |
| --- | --- |
| 1 | -46603.8408 |
| 2 | -90645.2871 |
| 3 | -36224.7820 |